1.
This record from the Open Molecules 2025 dataset describes a 10-piece molecular cluster, C45H60O25 overall. The level of theory is wB97M-V/def2-TZVPD.

Properties
- E_LUMO (eV) = 0.45
- gap between HOMO and LUMO (eV) = 8.397
- HOMO energy (eV) = -7.9
- calculated total energy (eV) = -98823.440
- ΔE to the lowest compared entry with this formula, charge and spin (eV) = 0.0000

Last column: Mulliken charge in e.
Element x y z (Å)
O1 -12.4838 10.7777 23.6668  -0.587
C1 -13.7569 10.4734 23.3078  0.684
C2 -14.2732 11.0671 22.1589  -0.762
C3 -15.6203 10.9865 21.8839  -0.098
C4 -16.4628 10.1651 22.6743  0.083
O2 -17.7739 9.9716 22.3837  -0.526
C5 -15.8988 9.4487 23.7155  -0.450
C6 -14.6005 9.7132 24.1689  -0.563
H1 -12.0415 10.0830 24.1271  0.317
H2 -13.5925 11.6101 21.5277  0.474
H3 -15.9979 11.4817 20.9802  0.418
H4 -17.9304 10.0155 21.3918  0.241
H5 -16.5858 8.7856 24.2554  0.349
H6 -14.2670 9.3707 25.1598  0.363
O3 -13.1420 2.3510 20.1936  -0.455
C7 -14.1316 2.0582 19.2867  0.172
C8 -13.9874 2.5600 17.9821  -0.379
C9 -14.8915 2.2018 16.9459  -0.076
C10 -15.9269 1.3231 17.2030  -0.312
O4 -16.9058 0.9132 16.3674  -0.621
C11 -15.9322 0.7522 18.4529  0.026
C12 -15.0771 1.0844 19.4860  -0.665
H7 -13.0881 1.6821 20.8890  0.332
H8 -13.2367 3.3659 17.7806  0.139
H9 -14.8095 2.6336 15.9729  0.513
H10 -17.2164 1.6817 15.8668  0.406
H11 -16.7390 0.0876 18.7271  0.367
H12 -15.1125 0.5525 20.4295  0.504
O5 -22.1236 7.9101 16.5367  -0.574
C13 -21.6620 7.8012 17.8405  0.580
C14 -20.6686 6.9233 18.1002  -0.203
C15 -20.0480 6.8452 19.3067  0.250
C16 -20.4576 7.7616 20.2752  0.841
O6 -19.7652 7.7751 21.4658  -0.520
C17 -21.5580 8.5893 20.0818  -0.948
C18 -22.1730 8.6205 18.8532  -0.628
H13 -23.0484 8.2126 16.5406  0.326
H14 -20.2665 6.4233 17.1772  0.225
H15 -19.0946 6.2912 19.3988  -0.360
H16 -20.0427 8.4740 22.0188  0.263
H17 -21.9760 9.1507 20.8901  0.437
H18 -22.9292 9.3580 18.7067  0.371
O7 -6.8844 6.2095 15.3049  -0.539
C19 -7.8676 6.6901 16.1931  0.315
C20 -7.7887 7.9752 16.7711  -0.581
C21 -8.6838 8.2650 17.8081  -0.452
C22 -9.6423 7.3420 18.2186  0.022
O8 -10.6158 7.7241 19.1152  -0.716
C23 -9.6796 6.0245 17.6916  0.654
C24 -8.8464 5.7507 16.6374  -0.946
H19 -6.5623 6.8185 14.6391  0.310
H20 -7.0688 8.6313 16.3393  0.400
H21 -8.8160 9.2606 18.2246  0.402
H22 -11.2342 6.9960 19.2817  0.183
H23 -10.5087 5.3539 17.9708  0.131
H24 -8.7917 4.7901 16.0851  0.423
O9 -12.5187 5.3831 19.3490  1.057
C25 -13.5670 5.8842 20.0220  -0.368
C26 -13.5543 6.3046 21.3271  -0.140
C27 -14.7848 6.6169 22.0170  -0.357
C28 -15.9685 6.4628 21.3568  0.305
O10 -17.1582 6.6476 22.1142  -0.701
C29 -15.9633 6.1929 19.9804  -0.287
C30 -14.8114 5.8505 19.3234  -0.829
H25 -11.8750 5.0284 20.0090  -0.502
H26 -12.6066 6.5242 21.8722  0.543
H27 -14.7273 7.1183 23.0193  0.183
H28 -17.8615 6.7842 21.4735  -0.086
H29 -16.8771 6.1498 19.3991  0.269
H30 -14.6560 5.4544 18.3249  0.939
C31 -13.9940 8.0240 16.8038  -0.615
O11 -13.4337 6.7555 16.3453  0.090
C32 -14.0587 6.0770 15.3835  0.688
O12 -15.1700 6.2632 14.9797  -0.617
O13 -13.3116 5.0076 14.9207  -0.367
C33 -11.9158 5.0988 15.1714  -0.176
H31 -14.3255 8.6503 15.9239  0.372
H32 -13.0295 8.4314 17.2034  0.207
H33 -14.7462 7.8392 17.5687  0.098
H34 -11.8678 5.1201 16.2646  -0.324
H35 -11.4393 6.0028 14.7837  0.340
H36 -11.4574 4.2629 14.7050  0.402
C34 -7.8321 5.3598 20.5561  -0.519
O14 -8.6204 5.3750 21.7876  -0.460
C35 -9.8013 4.8165 21.6461  1.020
O15 -10.1540 4.2045 20.6610  -0.708
O16 -10.6046 5.1964 22.6292  -0.399
C36 -11.5841 4.1522 22.9390  -0.644
H37 -8.0832 4.4920 19.9377  0.283
H38 -6.8049 5.2834 20.8612  0.348
H39 -7.9889 6.3210 20.0296  0.139
H40 -11.1857 3.2512 23.4137  0.433
H41 -12.2164 3.8607 22.0865  0.250
H42 -12.2176 4.6429 23.6259  0.322
C37 -17.7294 3.5882 18.2058  -0.430
O17 -18.2542 4.5930 17.3078  -0.132
C38 -17.9253 4.4502 16.0373  0.744
O18 -17.1866 3.6507 15.4972  -0.712
O19 -18.4730 5.4685 15.3701  -0.238
C39 -18.1168 5.6552 14.0023  -0.595
H43 -18.0618 2.5260 18.0442  0.524
H44 -18.0618 3.8889 19.1555  0.290
H45 -16.6244 3.6044 18.2080  -0.175
H46 -18.4881 6.6287 13.7054  0.243
H47 -18.5328 4.8338 13.4113  0.301
H48 -17.0200 5.6464 13.8725  0.183
C40 -20.2029 11.3378 17.3744  -0.613
O20 -19.4912 11.1977 18.5668  -0.174
C41 -19.7919 12.0678 19.5137  0.684
O21 -20.7297 12.8468 19.5526  -0.584
O22 -18.9173 11.7856 20.5173  -0.031
C42 -19.2971 12.5303 21.7370  -0.694
H49 -19.6098 10.6877 16.6962  0.187
H50 -20.2628 12.4034 17.0847  0.346
H51 -21.1774 10.8323 17.5075  0.184
H52 -19.1336 13.5895 21.4666  0.293
H53 -18.7291 12.1091 22.5451  0.168
H54 -20.3782 12.3126 21.8468  0.345
C43 -13.2187 1.1401 25.3402  -0.563
O23 -14.2757 2.0237 25.0363  -0.398
C44 -14.5925 2.1342 23.7106  0.791
O24 -14.1000 1.4559 22.8512  -0.562
O25 -15.4499 3.0827 23.5727  -0.363
C45 -15.9282 3.2024 22.1872  0.363
H55 -13.4835 0.1542 24.9605  0.282
H56 -13.1786 1.1059 26.3860  0.264
H57 -12.2902 1.5184 24.9722  0.201
H58 -15.0321 3.1913 21.4859  -0.238
H59 -16.4067 4.1949 22.0927  -0.172
H60 -16.6016 2.4073 21.9632  0.537



2.
This record from the Open Molecules 2025 dataset describes C45H61ClN5OPSSr as an isolated structure. The level of theory is wB97M-V/def2-TZVPD.

Properties
- E_LUMO (spin up / spin down) (eV) = -0.23 / -0.23
- gap between HOMO and LUMO (spin up / spin down) (eV) = 4.091 / 4.092
- HOMO energy (spin up / spin down) (eV) = -4.3 / -4.3
- calculated total energy (eV) = -90623.702
- ΔE to the lowest compared entry with this formula, charge and spin (eV) = 13.6303

Last column: Mulliken charge in e.
Element x y z (Å)
Sr1 0.5001 0.7666 -1.3554  2.744
C1 0.2393 -1.4573 2.5334  -0.767
C2 1.4796 -0.8371 3.1444  0.650
C3 2.4888 -0.9558 2.0215  0.242
C4 1.9564 -1.7244 1.0452  -0.303
C5 0.5739 -2.0200 1.3561  1.435
C6 -0.3065 -2.7984 0.4447  -0.208
C7 2.7004 -2.2352 -0.1408  -1.513
C8 3.9299 -0.5676 1.9557  -2.106
C9 2.6012 0.8983 4.5809  -1.880
C10 -1.1203 -1.4326 3.1398  -1.374
H1 -1.3508 -2.5645 0.6530  -0.622
H2 -0.1442 -3.8690 0.5835  0.597
H3 -0.0810 -2.5682 -0.5962  -0.322
H4 3.0652 -1.3774 -0.7328  0.091
H5 2.0639 -2.8537 -0.7673  0.481
H6 3.5356 -2.8397 0.2111  0.361
H7 4.0754 0.0487 1.0584  0.216
H8 4.5353 -1.4698 1.8464  0.551
H9 4.2912 -0.0399 2.8275  0.417
H10 3.2911 1.2245 3.8161  -0.227
H11 3.0264 0.0535 5.1180  0.500
H12 2.4398 1.7074 5.2930  0.470
H13 -1.7747 -2.1446 2.6380  0.384
H14 -1.5741 -0.4387 3.0315  0.035
H15 -1.1023 -1.6738 4.2011  0.503
C11 -0.8277 0.5303 0.3865  2.543
C12 -1.5930 0.7555 -0.8277  -3.164
C13 -1.4216 -0.2993 -1.8217  -2.017
C14 -1.3397 2.1078 -1.3348  0.405
C15 -2.5453 2.9992 -1.0373  -0.877
O1 -2.0301 4.0777 -0.2810  -0.417
C16 -0.7316 3.7450 -0.0496  0.221
N1 -0.2689 2.7304 -0.6355  -0.425
C17 -0.0593 4.5744 0.9335  0.200
C18 -0.4666 5.8970 1.0750  -0.723
C19 0.0239 6.6559 2.1145  -0.702
C20 0.8486 6.0634 3.0587  -1.123
C21 1.2298 4.7426 2.9266  -0.372
C22 0.8324 3.9860 1.8269  -0.037
P1 1.4200 2.2499 1.5675  1.734
C23 0.7138 1.6106 3.0994  0.479
C24 1.2615 0.4862 3.9422  2.220
C25 0.3557 0.1783 5.1067  -1.549
C26 -0.8272 0.7844 5.3408  -0.641
C27 -1.3480 1.7130 4.4160  -1.017
C28 -0.5708 2.0809 3.3350  -0.513
C29 3.2274 2.7743 1.6819  1.727
C30 3.9598 3.2383 2.7713  -0.239
C31 5.2760 3.6358 2.6103  -1.007
C32 5.8881 3.5870 1.3705  -0.747
C33 5.1624 3.1464 0.2771  -0.709
C34 3.8423 2.7497 0.4281  -0.871
H16 -1.1785 -0.3929 0.8221  -0.800
H17 -1.1101 1.3550 1.0630  -0.674
H18 0.2221 0.4672 0.3623  -0.246
H19 -2.6375 0.7465 -0.4909  0.439
H20 -0.8898 -1.1174 -1.3768  0.041
H21 -0.9400 0.0815 -2.6979  1.336
H22 -2.3938 -0.6772 -2.1308  0.063
H23 -1.1592 2.0747 -2.4034  0.950
H24 -3.2774 2.4641 -0.4074  0.368
H25 -3.0433 3.3591 -1.9405  0.434
H26 -1.1726 6.3047 0.3661  0.515
H27 -0.2621 7.6916 2.2080  0.423
H28 1.1825 6.6356 3.9118  0.452
H29 1.8387 4.3047 3.6992  0.403
H30 1.8174 -1.5689 3.8954  1.209
H31 0.7333 -0.5606 5.8029  0.359
H32 -1.4159 0.5368 6.2145  0.369
H33 -2.3229 2.1546 4.5625  0.426
H34 -0.9968 2.8129 2.6507  0.001
H35 3.5354 3.3129 3.7603  0.101
H36 5.8271 3.9825 3.4717  0.440
H37 6.9152 3.8992 1.2699  0.407
H38 5.6014 3.0996 -0.7086  0.469
H39 3.2784 2.3846 -0.4432  0.050
Cl1 3.1316 1.6281 -6.5499  -0.274
C35 1.7253 2.0247 -5.7307  -0.516
H40 0.9839 1.2408 -5.6937  0.130
H41 1.8434 2.7029 -4.8940  0.123
C36 3.6067 -2.3232 -5.7503  -1.171
C37 2.3508 -2.6947 -5.0546  0.678
C38 1.2279 -3.3820 -5.4630  -1.275
C39 0.3537 -3.3345 -4.3619  0.472
N2 0.9099 -2.6804 -3.3532  -0.189
N3 2.1298 -2.3239 -3.7762  0.099
C40 -1.0085 -3.9284 -4.2804  -0.613
H42 3.6639 -2.7949 -6.7266  0.332
H43 4.4705 -2.6207 -5.1599  0.315
H44 3.6412 -1.2402 -5.8689  0.195
H45 1.0441 -3.8532 -6.4052  0.433
H46 2.6523 -1.6484 -3.2205  0.095
H47 -0.9539 -5.0171 -4.2747  0.339
H48 -1.6030 -3.6248 -5.1395  0.363
H49 -1.4976 -3.5913 -3.3722  -0.125
C41 -6.1286 -0.6195 -1.7399  -0.635
C42 -6.2934 -1.6197 -0.5952  -0.734
N4 -5.4282 -2.7690 -0.7410  -0.172
C43 -4.1004 -2.6711 -0.5087  0.379
S1 -3.4580 -1.3506 0.2420  -0.260
N5 -3.2980 -3.6845 -0.9074  0.294
C44 -3.7478 -5.0404 -1.1431  -0.946
C45 -4.0550 -5.3256 -2.6139  -0.774
H50 -6.7298 0.2675 -1.5478  0.369
H51 -6.4358 -1.0637 -2.6864  0.321
H52 -5.0815 -0.3196 -1.8218  -0.043
H53 -7.3221 -1.9803 -0.5427  0.436
H54 -6.0451 -1.1338 0.3538  0.350
H55 -5.7549 -3.5168 -1.3336  0.221
H56 -2.3113 -3.5481 -0.7348  -0.148
H57 -4.6329 -5.2246 -0.5205  0.511
H58 -2.9602 -5.7197 -0.8067  0.398
H59 -4.7254 -4.5763 -3.0310  0.259
H60 -4.5270 -6.3016 -2.6940  0.387
H61 -3.1391 -5.3235 -3.1996  0.102



> Look up the calculated total energy of the second one.

-90623.702 eV



> What is the calculated total energy in the second record?

-90623.702 eV



> Which value of ΔE to the lowest compared entry with this formula, charge and spin does entry 1 give?

0.0000 eV